[1]
Computed, not measured: a molecular structure, CH6BNO, with the ωB97M-V functional and the def2-TZVPD basis.

Output
Relative energy (zero: lowest compared OMol25 entry of this formula, charge and spin)   155.4 kcal per mole
Orbital gap   7.5 eV

Structure (ORCA input):
```
! RIJCOSX wB97M-V def2-TZVPD def2/J DEFGRID3
* xyz 0 1
B 0.01263 0.48350 0.02391
C -1.38106 1.17632 0.01856
N 2.46515 -0.03694 -0.02782
O 1.18901 0.23470 -0.09430
H -0.09680 -2.32994 0.41788
H -2.20045 0.48476 -0.17095
H -1.42408 1.95659 -0.74435
H -1.57084 1.65019 0.97789
H 2.72329 -0.60637 -0.83482
H 0.28315 -3.01281 0.43400
*
```

Atom charges from the Löwdin analysis, given in e for atoms 1 to 4:
1 B -0.1740
2 C 0.0006
3 N -0.0322
4 O -0.0715

=====

[2]
Computed, not measured: 2 unconnected molecules or ions with the total composition C2H9NO, with the ωB97M-V functional and the def2-TZVPD basis.

Output
Relative energy (zero: lowest compared OMol25 entry of this formula, charge and spin)   35.4 kcal per mole
Orbital gap   10.4 eV
SMILES   COC.N

Structure (ORCA input):
```
! RIJCOSX wB97M-V def2-TZVPD def2/J DEFGRID3
* xyz 0 1
C 1.58268 -1.16012 -0.06863
N -1.31336 2.05970 1.32837
H 2.12060 -1.70686 -0.90655
H 1.94088 -0.11167 0.19826
H 1.79954 -1.79049 0.78219
H -1.01385 1.04877 1.39164
H -0.60997 2.45610 0.78799
H -2.19215 2.03066 0.79631
C -0.32956 -0.10236 -0.97816
O 0.15275 -1.21565 -0.32726
H 0.22416 0.31766 -1.84728
H -1.44017 -0.24061 -1.28919
H -0.37627 0.87859 -0.31319
*
```

Atom charges from the Löwdin analysis, given in e for atoms 1 to 4:
1 C -0.0951
2 N -0.0047
3 H 0.1016
4 H 0.1058

=====

[3]
Computed, not measured: a single C5H10O molecule, with the ωB97M-V functional and the def2-TZVPD basis.

Output
Relative energy (zero: lowest compared OMol25 entry of this formula, charge and spin)   4.3 kcal per mole
Orbital gap   11.2 eV
SMILES   OC1CCCC1

Structure (ORCA input):
```
! RIJCOSX wB97M-V def2-TZVPD def2/J DEFGRID3
* xyz 0 1
O 1.25638 1.36300 -0.74570
C 0.95533 -0.02857 -0.67772
C -0.49853 -0.27426 -1.07960
C -1.24194 0.34602 0.10788
C -0.48668 -0.26758 1.29889
C 0.97490 -0.44439 0.80105
H 0.70325 1.74788 -1.43701
H 1.68021 -0.58869 -1.28492
H -0.75123 0.13475 -2.06598
H -0.68970 -1.35508 -1.11045
H -2.31792 0.15095 0.11775
H -1.09544 1.43176 0.09701
H -0.55529 0.34109 2.20454
H -0.92369 -1.24566 1.53279
H 1.69068 0.17562 1.34776
H 1.29966 -1.48685 0.89370
*
```

Atom charges from the Löwdin analysis, given in e for atoms 1 to 4:
1 O -0.0427
2 C -0.3938
3 C -0.1569
4 C -0.1951

=====

[4]
Computed, not measured: a molecular structure, C6H15ClF5O8PTeV, with the ωB97M-V functional and the def2-TZVPD basis.

Output
Relative energy (zero: lowest compared OMol25 entry of this formula, charge and spin)   0.0 kcal per mole
Orbital gap   8.4 eV

Structure (ORCA input):
```
! RIJCOSX wB97M-V def2-TZVPD def2/J DEFGRID3
* xyz 1 1
V 2.08427 0.54201 -0.87202
O 0.92465 3.40483 1.85356
Cl 1.89152 2.40544 1.65476
O 3.22224 2.83001 1.76465
O 1.60859 1.18463 2.31225
O 1.71989 2.05838 0.07623
F 5.83660 -0.49283 1.01808
Te 5.02971 -0.46060 -0.67152
F 1.83779 -1.19938 -1.20191
F 3.80680 0.20352 -2.18081
F 5.92400 1.10911 -1.00198
F 1.49719 1.25613 -2.29806
O 3.49084 0.22570 0.18881
C -2.97037 1.93633 -0.27573
C -1.48217 2.13998 -0.20058
O -0.88536 1.04602 0.60540
P -0.06970 -0.10847 -0.01894
O -0.89127 -0.62734 -1.22123
C -0.80296 -1.93252 -1.90966
C -2.19543 -2.31594 -2.32717
O 0.20908 -1.16823 1.06086
C -0.49562 -1.27538 2.36424
C -1.88193 -1.82566 2.16540
H -3.41653 2.77780 -0.80627
H -3.40202 1.90057 0.72373
H -3.21808 1.02116 -0.81210
H -1.20168 3.04252 0.33379
H -1.00669 2.14420 -1.18169
H -0.35866 -2.64358 -1.21647
H -0.13572 -1.78317 -2.75383
H -2.84641 -2.44272 -1.46297
H -2.15108 -3.26328 -2.86506
H -2.62324 -1.56719 -2.99212
H -0.48554 -0.28652 2.81464
H 0.14477 -1.94150 2.93332
H -2.50113 -1.14641 1.57759
H -2.35468 -1.94588 3.14067
H -1.85170 -2.80172 1.68215
*
```

Atom charges from the Löwdin analysis, given in e for atoms 1 to 4:
1 V 1.0368
2 O -0.2101
3 Cl 0.7930
4 O -0.1923

=====

[5]
Computed, not measured: a molecular structure, C20H29BBrCoF2NO10P2S2, with the ωB97M-V functional and the def2-TZVPD basis.

Output
Relative energy (zero: lowest compared OMol25 entry of this formula, charge and spin)   17.5 kcal per mole
Orbital gap (alpha / beta)   5.6 / 6.2 eV

Structure (ORCA input):
```
! RIJCOSX wB97M-V def2-TZVPD def2/J DEFGRID3
* xyz -2 4
Co 1.10887 -0.95243 -0.45803
C -0.13404 5.30772 -1.52728
C 0.91625 4.22709 -1.54189
C 2.27585 4.53861 -1.31655
C 3.16744 3.46307 -1.11697
C 2.74636 2.19293 -1.32485
Br 3.74883 0.71865 -0.71984
N 1.47839 1.88938 -1.78590
C 0.54650 2.93349 -1.73276
H 0.29124 6.25024 -1.18167
H -0.95119 5.04225 -0.85529
H -0.55492 5.47308 -2.52170
H 2.59321 5.55858 -1.15138
H 4.16274 3.62231 -0.72660
H -0.48338 2.63232 -1.84584
O 2.33147 1.56247 4.94831
C 2.09346 1.05363 3.87268
C 2.64842 -0.25938 3.36466
O 3.41641 -0.99270 3.97045
C 2.06569 -0.44304 2.03943
C 1.22427 0.64892 1.71120
O 0.60547 0.69970 0.59535
C 1.17589 1.61259 2.80721
O 0.52638 2.64357 2.88502
O 2.22900 -1.41371 1.22220
C -3.71561 -0.52572 3.79563
C -2.63106 -1.49348 3.34703
C -1.29965 -0.80401 3.12123
O -3.10862 -2.27653 2.23056
P -3.01085 -1.96075 0.65607
S -4.37577 -3.07285 -0.21636
S -1.13954 -2.22902 -0.01235
O -3.43088 -0.40061 0.71269
C -3.48512 0.59140 -0.33165
C -2.40784 1.62511 -0.06361
C -3.41826 0.02779 -1.74149
H -3.43039 -0.07650 4.75026
H -4.66401 -1.05133 3.91852
H -3.84681 0.26453 3.05926
H -2.49775 -2.24603 4.12997
H -1.36982 -0.04083 2.34681
H -0.53550 -1.52044 2.82425
H -0.98946 -0.32072 4.05136
H -4.46763 1.05832 -0.19810
H -1.41425 1.18935 -0.14331
H -2.50361 2.03224 0.94418
H -2.50114 2.44849 -0.77998
H -2.43888 -0.40790 -1.93204
H -3.57693 0.84623 -2.44907
H -4.17830 -0.73528 -1.89275
F 1.81756 -0.06105 -3.16718
B 1.05201 0.53526 -2.19787
F -0.29267 0.40726 -2.37035
C 1.71210 -4.36485 0.39855
O 2.32114 -4.01112 -0.85976
P 1.70093 -2.81133 -1.72638
O 2.80208 -2.80857 -2.90923
C 4.03767 -2.13227 -2.71446
O 0.53858 -3.59069 -2.51253
C -0.39160 -2.83235 -3.29535
H 2.32807 -5.16147 0.81184
H 0.69491 -4.71838 0.23676
H 1.70989 -3.50964 1.07109
H 4.72261 -2.49923 -3.47808
H 4.45876 -2.34923 -1.72895
H 3.90405 -1.05689 -2.82196
H -1.24642 -3.47865 -3.47946
H 0.07338 -2.53378 -4.23824
H -0.73395 -1.95383 -2.75550
*
```

Atom charges from the Löwdin analysis, given in e for atoms 1 to 4:
1 Co 0.2284
2 C -0.0571
3 C -0.2806
4 C -0.0680

=====

[6]
Computed, not measured: a single C22H29N3O3 molecule, with the ωB97M-V functional and the def2-TZVPD basis.

Output
Relative energy (zero: lowest compared OMol25 entry of this formula, charge and spin)   34.0 kcal per mole
Orbital gap   8.0 eV
SMILES   CCC(CC)C(=O)c1c[nH]c(C(=O)N2CCN(c3ccc(OC)cc3)CC2)c1

Structure (ORCA input):
```
! RIJCOSX wB97M-V def2-TZVPD def2/J DEFGRID3
* xyz 0 1
C 1.66171 5.86543 1.85959
C 0.78044 5.07807 2.82197
H 0.45351 5.73467 3.63221
H 1.36801 4.26947 3.26409
C -0.46788 4.47024 2.15283
C -0.00931 3.45176 1.11761
O 0.03565 3.70068 -0.06937
C 0.42199 2.15322 1.63872
C 0.35128 1.64133 2.92693
N 0.87245 0.40981 2.91181
C 1.29106 0.07175 1.64968
C 1.02085 1.15007 0.83714
H 1.22180 1.28305 -0.20456
C 1.91960 -1.25609 1.56040
O 2.13040 -1.86749 2.60631
N 2.26170 -1.76846 0.35771
C 1.94291 -1.17111 -0.92263
H 2.60083 -0.31670 -1.12371
C 2.10957 -2.22813 -2.02494
N 1.47610 -3.46797 -1.66476
C 0.15413 -3.73331 -1.99911
C -0.36463 -5.01428 -1.76854
C -1.65502 -5.33637 -2.12134
C -2.48551 -4.39797 -2.73247
C -1.98194 -3.12864 -2.97482
C -0.68650 -2.80298 -2.60731
H -0.35297 -1.79596 -2.80340
H -2.58746 -2.36805 -3.44260
O -3.74782 -4.82367 -3.04788
C -4.61380 -3.91813 -3.68251
H -4.81616 -3.04394 -3.05415
H -4.21418 -3.58583 -4.64685
H -5.54224 -4.46286 -3.84784
H -2.04444 -6.32562 -1.93985
H 0.25899 -5.77382 -1.32450
C 2.02486 -4.06833 -0.45844
H 1.20249 -4.38789 0.18892
C 2.89823 -3.06756 0.30750
H 3.88422 -2.97043 -0.15841
H 3.03194 -3.40338 1.33730
H 2.63164 -4.94944 -0.70847
H 1.69706 -1.85849 -2.96264
H 3.17326 -2.42622 -2.19429
H 0.90491 -0.82621 -0.90499
H 0.99322 -0.23297 3.68279
H -0.03974 2.07264 3.82740
H -1.03820 3.94490 2.92534
C -1.36615 5.53275 1.51590
C -2.75413 4.97968 1.21519
H -2.68344 4.14140 0.52610
H -3.24122 4.63777 2.12716
H -3.37780 5.74545 0.76002
H -0.90958 5.86875 0.58460
H -1.45043 6.38734 2.19087
H 1.14722 6.75146 1.49814
H 1.93574 5.25487 1.00301
H 2.57278 6.18174 2.36313
*
```

Atom charges from the Löwdin analysis, given in e for atoms 1 to 4:
1 C -0.0873
2 C -0.2079
3 H 0.1127
4 H 0.1022